Molecular formula: C14H42B2CaF8O7
Method: DFT, ωB97M-V/def2-TZVPD

Each line ends with the Mulliken charge.
CARTESIAN COORDINATES (ANGSTROEM)
Ca -20.3440 -2.2851 -3.5074  1.917
B -23.7647 -0.0796 -1.7951  0.591
F -24.1424 1.0488 -2.5262  -0.387
F -23.9733 -1.2418 -2.5774  -0.426
F -22.3941 0.0362 -1.5235  -0.404
F -24.4913 -0.0097 -0.6484  -0.340
B -18.6270 -5.0718 -0.3845  0.589
F -18.1455 -4.9130 -1.6601  -0.434
F -19.7281 -4.2576 -0.3267  -0.384
F -18.9802 -6.3771 -0.1127  -0.382
F -17.6393 -4.6018 0.4107  -0.360
C -28.8438 2.9791 -1.7784  -0.916
C -27.9543 3.9795 -1.0019  -0.214
O -26.9640 4.5092 -1.8437  -0.520
H -28.2656 2.0597 -1.8706  0.250
H -29.0926 3.3799 -2.7611  0.268
H -29.7686 2.7252 -1.2604  0.317
H -27.4430 3.4270 -0.2136  0.219
H -28.5150 4.8464 -0.6524  0.291
H -26.3357 3.8001 -1.9984  0.308
C -22.5615 7.6133 -6.1990  -0.921
C -21.9549 6.2908 -5.6900  -0.211
O -20.5358 6.4217 -5.6592  -0.522
H -22.2480 7.7857 -7.2286  0.258
H -22.0439 8.4516 -5.7327  0.281
H -23.6496 7.6767 -6.1867  0.320
H -22.1580 5.4255 -6.3210  0.245
H -22.4299 5.9938 -4.7549  0.248
H -20.2495 7.0564 -4.9983  0.304
C -24.2321 -5.0862 3.5837  -0.893
C -25.4443 -4.1924 3.9393  -0.213
O -26.2396 -4.0880 2.7952  -0.514
H -23.7650 -4.6614 2.6952  0.260
H -24.5874 -6.1071 3.4431  0.242
H -23.4060 -5.1129 4.2942  0.319
H -25.0575 -3.1983 4.1634  0.243
H -26.0842 -4.6618 4.6864  0.259
H -25.7678 -3.5879 2.1251  0.299
C -27.1193 -2.7400 -7.0277  -0.880
C -27.1401 -1.2760 -7.2987  -0.252
O -27.5218 -1.0317 -8.6650  -0.524
H -26.2214 -3.1484 -7.4915  0.256
H -28.0219 -3.1708 -7.4612  0.267
H -27.0817 -2.9161 -5.9527  0.310
H -26.1583 -0.8292 -7.1419  0.233
H -27.8275 -0.7288 -6.6535  0.296
H -26.7529 -1.2120 -9.2107  0.293
C -27.8981 1.9339 4.7994  -1.034
C -26.5086 2.4921 5.0323  -0.116
O -26.1476 2.1960 6.3491  -0.506
H -28.1926 1.9070 3.7503  0.313
H -28.6721 2.5158 5.2998  0.272
H -28.0181 0.9081 5.1478  0.293
H -26.5002 3.5703 4.8727  0.199
H -25.8696 2.0008 4.2986  0.269
H -25.2575 1.8382 6.3155  0.311
C -17.2737 2.6473 -1.8567  -0.954
C -17.0625 1.8117 -3.1332  -0.186
O -17.0790 0.4279 -2.8387  -0.525
H -18.1861 2.3891 -1.3192  0.271
H -17.2798 3.7294 -1.9875  0.319
H -16.4521 2.3443 -1.2078  0.268
H -16.0876 2.0571 -3.5543  0.293
H -17.8276 1.9877 -3.8893  0.212
H -16.2159 0.0608 -3.0435  0.314
C -20.2574 -7.9973 -5.9993  -0.930
C -21.3192 -6.9558 -6.4194  -0.273
O -21.5774 -6.0738 -5.3259  -0.521
H -19.9407 -8.5940 -6.8547  0.316
H -20.4864 -8.5672 -5.0988  0.342
H -19.3949 -7.3822 -5.7428  0.254
H -22.2818 -7.3992 -6.6741  0.265
H -21.0154 -6.2830 -7.2214  0.249
H -22.0077 -6.6318 -4.6740  0.303

The LUMO energy is -5.2 eV. As for the total energy: -71069.13346 eV. The calculation puts the largest force on an atom at 3.29 eV/A.


Molecular formula: C14H42ClF2NO13S2
Method: DFT, ωB97M-V/def2-TZVPD

Each line ends with the Mulliken charge.
CARTESIAN COORDINATES (ANGSTROEM)
O -0.7269 2.3543 0.1180  -0.480
C -0.6692 1.3468 0.6950  0.221
F 0.2627 1.1471 1.6438  -0.136
C -1.5370 0.1307 0.5519  0.019
N -1.6785 -0.1800 -0.8836  0.389
C -0.4523 -0.2862 -1.7269  -2.026
C 0.7745 -0.9694 -1.1207  0.875
C 1.6200 -1.6019 -2.2592  -1.104
C 1.4685 -3.1323 -2.3514  -0.775
S 1.9847 -3.8390 -0.8092  1.206
O 3.2027 -3.1879 -0.4362  -0.587
O 0.8731 -3.8677 0.0940  -0.469
Cl 2.4662 -5.7420 -1.2891  -0.256
S -2.6996 -1.4095 -1.2477  1.043
O -2.0253 -2.6634 -1.2992  -0.505
O -3.5930 -1.0222 -2.2848  -0.692
F -3.5051 -1.3994 0.0941  -0.227
H -2.5164 0.4089 0.9471  0.612
H -1.1542 -0.6863 1.1698  0.041
H -0.1971 0.7218 -2.0605  0.048
H -0.7575 -0.8157 -2.6313  0.954
H 1.3880 -0.2331 -0.5925  0.000
H 0.4817 -1.7227 -0.3947  -0.003
H 1.2507 -1.2024 -3.2110  0.457
H 2.6726 -1.3284 -2.1949  0.460
H 0.4354 -3.4227 -2.5597  0.344
H 2.0987 -3.5637 -3.1337  0.546
C -0.6263 -3.0696 3.3087  -0.654
O 0.5119 -2.2388 3.0407  -0.484
H -1.0879 -2.7135 4.2247  0.372
H -1.3505 -3.0111 2.4980  0.213
H -0.3183 -4.1084 3.4402  0.279
H 0.9021 -2.5711 2.2248  0.126
C -0.8660 1.8391 -4.8998  0.051
O -0.5668 0.4477 -4.7538  -0.431
H -0.3181 2.3546 -4.1146  -0.259
H -0.5430 2.2100 -5.8757  0.338
H -1.9331 2.0305 -4.7676  0.129
H -1.0539 -0.0452 -5.4198  0.257
C 3.0914 2.9888 1.6140  -0.339
O 1.8920 3.7030 1.3008  -0.566
H 3.9125 3.6988 1.6093  0.313
H 3.0348 2.5324 2.6010  0.108
H 3.2896 2.2096 0.8706  0.218
H 1.1745 3.0628 1.3112  0.240
C -4.7242 -3.9019 2.5859  -0.515
O -3.4970 -4.2301 3.2275  -0.459
H -4.7819 -2.8166 2.5514  0.168
H -4.7619 -4.2861 1.5632  0.244
H -5.5864 -4.2789 3.1416  0.303
H -3.4272 -5.1880 3.2677  0.269
C 1.4458 4.5001 -3.0415  -0.725
O 1.0986 3.3426 -2.2982  -0.385
H 1.3117 4.2588 -4.0946  0.222
H 0.8024 5.3473 -2.7907  0.316
H 2.4881 4.7881 -2.8794  0.294
H 1.2098 3.5532 -1.3618  0.278
C -5.4057 1.5710 -4.6466  -0.640
O -4.0942 1.4857 -4.1122  -0.366
H -5.4113 2.4009 -5.3499  0.237
H -5.6887 0.6600 -5.1819  0.279
H -6.1498 1.7708 -3.8703  0.258
H -4.0723 0.7540 -3.4865  0.294
C 1.6712 0.4297 4.5582  -0.256
O 1.8280 -0.5271 3.5231  -0.525
H 2.6057 0.9843 4.6229  -0.194
H 0.8641 1.1365 4.3434  0.222
H 1.4782 -0.0433 5.5249  0.328
H 1.0047 -1.0270 3.4636  0.491
C 5.1613 2.9172 5.2353  -0.528
O 5.3623 2.5486 3.8770  -0.470
H 5.2076 4.0025 5.2777  0.232
H 4.1826 2.5973 5.6046  0.215
H 5.9371 2.5082 5.8877  0.261
H 5.3286 1.5889 3.8179  0.287

Its SMILES is O=C(F)CN(CCCCS(=O)(=O)Cl)S(=O)(=O)F.CO.CO.CO.CO.CO.CO.CO.CO. The LUMO energy is 0.3 eV. As for the total energy: -82930.14983 eV. The relative energy (zero: lowest compared OMol25 entry of this formula, charge and spin) comes out at 51.9 kJ/mol. The calculation puts the largest force on an atom at 3.60 eV/A.


Molecular formula: C14H42ClO11Y
Method: DFT, ωB97M-V/def2-TZVPD

Each line ends with the Mulliken charge.
CARTESIAN COORDINATES (ANGSTROEM)
Y -17.8838 1.8405 5.8738  1.374
Cl -21.1980 1.5139 8.0071  1.801
O -20.8679 0.4054 8.8561  -0.647
O -20.1211 1.6005 6.9738  -0.712
O -22.4147 1.3160 7.2834  -0.628
O -21.1889 2.7617 8.7134  -0.648
C -17.1295 5.0301 8.7526  -1.304
C -18.3184 4.1611 8.3483  -0.359
O -18.3807 4.0275 6.8877  -0.140
H -17.3151 6.0311 8.3607  0.390
H -16.1586 4.6942 8.3960  0.157
H -17.0662 5.1017 9.8390  0.431
H -19.1812 4.7457 8.6705  0.514
H -18.4292 3.1974 8.8431  0.250
H -18.9134 4.7920 6.6394  0.237
C -16.5260 5.3705 3.2639  -1.186
C -16.1020 4.7520 4.5840  -0.473
O -16.4098 3.3269 4.6190  -0.049
H -16.3682 4.6824 2.4302  0.322
H -16.0628 6.3382 3.0753  0.417
H -17.5898 5.6260 3.2731  0.216
H -16.6698 5.2370 5.3823  0.335
H -15.0736 4.9613 4.8841  0.423
H -15.7348 3.0338 3.9831  0.155
C -14.4869 -1.0735 5.4420  -0.940
C -15.7723 -0.8906 4.6806  -0.500
O -16.2647 0.5037 4.7343  -0.467
H -14.1431 -2.1090 5.5181  0.397
H -14.5494 -0.8918 6.5189  0.036
H -13.7036 -0.4660 4.9893  0.370
H -16.5223 -1.6474 4.9113  0.317
H -15.7075 -1.0198 3.5954  0.485
H -15.6600 0.9772 4.1546  0.170
C -13.9966 3.4476 7.4225  -1.449
C -14.6146 2.1058 7.1773  0.012
O -16.0569 2.0348 7.4764  0.013
H -12.9305 3.2990 7.2083  0.442
H -13.9265 3.7585 8.4671  0.418
H -14.4061 4.2476 6.8149  0.207
H -14.1185 1.3382 7.7752  0.435
H -14.5061 1.7791 6.1456  0.070
H -16.0637 1.9458 8.4404  0.226
C -20.6822 -2.0449 4.1863  -1.406
C -20.4854 -0.7859 5.0310  -0.121
O -19.3901 0.0169 4.5276  -0.106
H -19.7732 -2.5343 3.8340  0.312
H -21.2021 -1.7513 3.2661  0.404
H -21.3371 -2.7449 4.7003  0.401
H -20.2983 -1.0083 6.0817  0.217
H -21.4068 -0.1972 5.0094  0.269
H -19.5619 0.0006 3.5732  0.169
C -16.4262 -1.2058 8.8510  -1.187
C -17.7590 -0.6541 8.4071  -0.375
O -17.7730 -0.3549 6.9726  0.245
H -16.1665 -2.1601 8.3886  0.391
H -16.4221 -1.3217 9.9343  0.436
H -15.6109 -0.5263 8.5826  0.092
H -18.0395 0.2250 8.9846  0.309
H -18.5333 -1.4006 8.5882  0.462
H -17.7467 -1.2363 6.5804  0.095
C -21.4428 3.0369 3.5300  -1.238
C -20.3118 3.6561 4.3488  -0.311
O -19.1161 2.8359 4.2711  0.045
H -22.3948 3.4957 3.8002  0.405
H -21.5665 1.9817 3.7666  0.161
H -21.2793 3.2458 2.4728  0.411
H -20.6532 3.7881 5.3753  0.192
H -20.1477 4.6832 4.0128  0.445
H -18.7810 2.9429 3.3692  0.167

As for the charge: +2. The LUMO energy is -6.0 eV. As for the total energy: -51268.48168 eV. The relative energy (zero: lowest compared OMol25 entry of this formula, charge and spin) comes out at 0.0 kJ/mol. The calculation puts the largest force on an atom at 2.43 eV/A.


Molecular formula: C14H42F2N4O9S2
Method: DFT, ωB97M-V/def2-TZVPD

Each line ends with the Mulliken charge.
CARTESIAN COORDINATES (ANGSTROEM)
O 0.5827 -0.2269 -0.9356  0.732
H -0.2893 -0.2133 -1.5409  0.444
H 0.4076 0.0970 -0.0139  -0.109
H 1.2670 0.4111 -1.3124  0.181
N 2.3839 1.4830 -1.8620  -0.422
S 3.1567 0.7195 -3.0496  0.873
O 3.8134 -0.4859 -2.7483  -0.553
O 3.7133 1.5629 -4.0464  -0.610
F 1.7701 0.2314 -3.7716  -0.298
S 3.6466 2.3360 -1.1895  0.997
O 3.9448 3.5684 -1.7995  -0.587
O 4.7084 1.5453 -0.7189  -0.586
F 2.7728 2.7598 0.0735  -0.278
C -0.0783 4.9213 -0.7244  -1.049
C -0.2540 4.0114 -1.9678  -0.245
O -0.1866 2.6268 -1.6631  -0.238
H 0.3072 4.4020 0.1513  0.245
H -1.0337 5.3893 -0.4862  0.290
H 0.6539 5.6970 -0.9529  0.354
H 0.5526 4.2948 -2.6502  0.322
H -1.2076 4.2352 -2.4401  0.365
H 0.7404 2.3432 -1.7440  0.205
C 0.8568 -1.5219 2.6338  -1.003
C 1.9813 -0.4763 2.4193  0.339
C 3.0843 -1.0511 1.5801  -0.518
O 3.6643 -2.1872 2.1501  -0.408
C 4.7917 -2.6133 1.4144  -0.702
N 1.3504 0.6455 1.6836  -0.563
H 1.2450 -2.5046 2.8866  0.499
H 0.3072 -1.6103 1.6884  -0.136
H 0.1387 -1.1661 3.3765  0.322
H 2.2935 -0.2021 3.4316  0.439
H 3.9017 -0.2875 1.5592  0.355
H 2.9138 -1.1205 0.4940  0.214
H 5.0050 -3.6346 1.7174  0.277
H 5.6240 -1.9246 1.5871  0.289
H 4.5747 -2.6479 0.3382  0.283
H 1.9375 1.4684 1.5374  0.126
H 0.6280 1.0078 2.3070  0.232
C -2.3141 1.9538 1.1595  -1.444
C -2.4862 0.5623 1.7236  1.834
C -3.3558 0.5622 2.9624  -1.037
O -3.8602 -0.7325 3.1762  -0.287
C -4.5862 -0.8080 4.3865  -0.783
N -3.0433 -0.3063 0.6519  -0.532
H -1.4766 2.1280 0.4796  0.059
H -2.2397 2.6906 1.9710  0.402
H -3.1809 2.2750 0.5701  0.418
H -1.5398 0.0767 1.9786  -0.959
H -4.2064 1.2623 2.9248  0.449
H -2.7728 0.8555 3.8515  0.413
H -5.4768 -0.1670 4.3378  0.313
H -3.9411 -0.5646 5.2335  0.314
H -4.9750 -1.8223 4.4674  0.247
H -3.0856 -1.2580 1.0151  0.225
H -4.0387 -0.1015 0.5416  0.263
C -1.2404 -1.5455 -4.3224  -1.530
C -1.6721 -1.7689 -2.8524  0.543
C -0.6967 -2.6913 -2.1906  -0.939
O -0.9217 -2.6879 -0.7958  -0.050
C -0.5708 -3.9248 -0.1684  -1.050
N -1.6481 -0.4249 -2.2233  -0.607
H -0.2206 -1.1614 -4.3401  0.224
H -1.9591 -0.8839 -4.8053  0.422
H -1.2533 -2.4542 -4.9318  0.425
H -2.6779 -2.1880 -2.9412  0.301
H 0.3335 -2.3760 -2.4175  0.154
H -0.7766 -3.7076 -2.5968  0.620
H -1.2433 -4.6985 -0.5440  0.386
H -0.7764 -3.7609 0.8898  0.235
H 0.4921 -4.1460 -0.2789  0.388
H -1.8712 0.3723 -2.8096  0.293
H -2.3876 -0.4415 -1.5147  0.208

The LUMO energy is 0.4 eV. As for the total energy: -66690.13550 eV. The calculation puts the largest force on an atom at 4.29 eV/A.